Entry 1:
DFT (wB97M-V/def2-TZVPD) results for a molecular structure, C24H28CuN2O2Se2.

The calculation puts the gap between HOMO and LUMO at 8.1 eV. As for the LUMO energy: -2.89 eV. The molar mass is 598.0 g mol⁻¹. The value obtained for the energy relative to the best compared isomer or geometry (same formula, charge and spin) is 4.3 kcal/mol. The electronic energy is -207745.4711 eV.

Structure (ORCA input):
```
! RIJCOSX wB97M-V def2-TZVPD def2/J DEFGRID3
* xyz 1 1
Cu 1.6777 -0.2081 -0.0054
Se 3.7678 -0.5976 2.7504
Se 4.4270 1.0966 1.3284
C 4.5794 0.0904 -0.3104
C 5.7996 0.0999 -0.9690
C 5.9283 -0.6320 -2.1391
C 4.8461 -1.3655 -2.5940
C 3.6661 -1.3110 -1.8764
N 3.5216 -0.5808 -0.7632
C 1.9111 -0.1776 3.0361
C 1.5045 -0.0421 4.3566
C 0.1615 0.1700 4.6252
C -0.7227 0.2621 3.5651
C -0.2268 0.1306 2.2808
N 1.0629 -0.0993 2.0082
H 6.6317 0.6543 -0.5588
H 6.8684 -0.6439 -2.6746
H 4.9059 -1.9688 -3.4883
H 2.7878 -1.8514 -2.2054
H 2.2336 -0.0934 5.1526
H -0.1823 0.2744 5.6458
H -1.7781 0.4362 3.7196
H -0.8869 0.2031 1.4238
C -6.5597 -1.6598 -0.0939
C -5.0641 -1.6258 -0.2258
C -4.2865 -2.7007 0.1889
C -2.9088 -2.6904 0.0602
C -2.1432 -3.9031 0.5424
C -2.2818 -1.5528 -0.5011
C -0.8278 -1.6156 -0.6161
O -0.0743 -0.6961 -0.9270
C -3.0549 -0.4446 -0.9180
C -2.5077 0.8177 -1.5443
C -4.4304 -0.5151 -0.7694
H -6.8970 -2.5756 0.3871
H -7.0305 -1.5967 -1.0762
H -6.9167 -0.8112 0.4909
H -4.7701 -3.5673 0.6237
H -2.8242 -4.5879 1.0429
H -1.3569 -3.6488 1.2536
H -1.6815 -4.4487 -0.2827
H -0.3774 -2.5879 -0.3759
H -1.4279 0.8628 -1.5615
H -2.8882 1.6863 -1.0027
H -2.8754 0.9027 -2.5688
H -5.0308 0.3283 -1.0947
C 0.7800 4.1871 -0.6148
C 1.6817 3.8952 -1.8232
C 1.6070 2.3856 -1.9215
O 1.6126 1.9540 -0.5557
C 0.8266 2.8870 0.2043
H -0.2390 4.3975 -0.9384
H 1.1275 5.0431 -0.0405
H 2.7094 4.1987 -1.6219
H 1.3481 4.3949 -2.7308
H 2.4572 1.9181 -2.4160
H 0.6829 2.0551 -2.4104
H 1.3117 2.9961 1.1736
H -0.1742 2.4718 0.3557
*
```


Entry 2:
DFT (wB97M-V/def2-TZVPD) results for C24H28FN3OS in the gas phase in a non-equilibrium geometry.

The calculation puts the gap between HOMO and LUMO at 8.8 eV. As for the LUMO energy: 0.64 eV. The molar mass is 425.6 g mol⁻¹. The SMILES is OCC[C@H]1CN(Cc2nc(-c3ccc(F)cc3)cs2)CCN1CCc1ccccc1. The value obtained for the energy relative to the best compared isomer or geometry (same formula, charge and spin) is 0.0 kcal/mol. The electronic energy is -45413.1272 eV.

Structure (ORCA input):
```
! RIJCOSX wB97M-V def2-TZVPD def2/J DEFGRID3
* xyz 0 1
O -0.1125 4.0675 -3.8744
C 0.9210 4.4538 -3.0075
C 1.1033 3.5023 -1.8228
C 1.7036 2.1473 -2.2407
C 1.9253 1.2785 -0.9908
N 0.6502 0.8328 -0.4638
C 0.7588 0.1684 0.8178
C -0.5745 0.1509 1.4740
N -1.0391 -0.7673 2.2319
C -2.2932 -0.4850 2.6978
C -2.9535 -1.4399 3.5777
C -2.2827 -2.6139 3.9251
C -2.8703 -3.5457 4.7566
C -4.1412 -3.2957 5.2424
F -4.7247 -4.2014 6.0565
C -4.8322 -2.1420 4.9172
C -4.2340 -1.2169 4.0842
C -2.7845 0.7122 2.2505
S -1.6575 1.5069 1.2276
C -0.0147 0.0055 -1.4532
C -0.3105 0.8631 -2.6848
N 0.8602 1.5114 -3.2417
C 1.4740 0.9046 -4.3983
C 2.0630 -0.5217 -4.2924
C 3.2972 -0.6499 -3.4470
C 3.3714 -1.6110 -2.4443
C 4.5059 -1.7388 -1.6617
C 5.5889 -0.9032 -1.8698
C 5.5352 0.0458 -2.8768
C 4.4028 0.1660 -3.6615
H 0.0118 3.1189 -4.0360
H 0.6568 5.4520 -2.6472
H 1.8724 4.5304 -3.5600
H 0.1429 3.3374 -1.3356
H 1.7744 3.9703 -1.1017
H 2.6826 2.3320 -2.6971
H 2.4292 1.8800 -0.2307
H 2.5756 0.4240 -1.2377
H 1.1428 -0.8641 0.7482
H 1.4502 0.7412 1.4461
H -1.2930 -2.7776 3.5298
H -2.3605 -4.4558 5.0312
H -5.8217 -1.9809 5.3153
H -4.7694 -0.3163 3.8285
H -3.7306 1.1695 2.4538
H -0.9556 -0.3632 -1.0374
H 0.6084 -0.8657 -1.7188
H -0.7814 0.2558 -3.4599
H -1.0204 1.6408 -2.3814
H 2.2533 1.5872 -4.7458
H 0.7022 0.8677 -5.1777
H 1.2926 -1.2036 -3.9274
H 2.3118 -0.8275 -5.3136
H 2.5328 -2.2739 -2.2766
H 4.5417 -2.4911 -0.8871
H 6.4730 -0.9965 -1.2571
H 6.3821 0.6923 -3.0552
H 4.3830 0.8985 -4.4557
*
```


Entry 3:
DFT (wB97M-V/def2-TZVPD) results for a molecular structure, C24H28GdO6PS in a non-equilibrium geometry.

The calculation puts the gap between HOMO and LUMO (spin up / spin down) at 6.4 / 8.7 eV. As for the LUMO energy (spin up / spin down): -7.93 / -5.57 eV. The molar mass is 632.8 g mol⁻¹. The electronic energy is -78571.6264 eV.

Structure (ORCA input):
```
! RIJCOSX wB97M-V def2-TZVPD def2/J DEFGRID3
* xyz 2 8
Gd -0.4941 1.2879 0.1098
C 2.5790 2.2899 1.4078
O 1.7407 2.4422 0.2416
C 1.6629 3.7984 -0.2434
C 0.4038 4.4396 0.2513
O -0.6949 3.6886 -0.3275
C -2.0071 4.2897 -0.1928
C -2.9153 3.2910 0.4485
O -2.8765 2.1273 -0.4108
C -3.7607 1.0765 -0.0352
H 3.5853 2.6224 1.1645
H 2.5878 1.2365 1.6683
H 2.1742 2.8590 2.2440
H 1.6590 3.7558 -1.3303
H 2.5271 4.3746 0.0830
H 0.3477 5.4786 -0.0671
H 0.3366 4.3889 1.3383
H -2.3649 4.5333 -1.1891
H -1.9490 5.1986 0.4020
H -3.9309 3.6756 0.5126
H -2.5712 3.0264 1.4503
H -3.4838 0.1482 1.6973
H -3.9876 0.5292 -0.9422
H -4.6686 1.4740 0.4125
O -0.7541 0.1980 4.2840
S -0.8176 -0.0770 2.8532
O -3.0375 0.2657 0.8489
O -0.2363 1.2485 2.0695
C 0.5272 -1.2228 2.5033
C 1.3408 -1.5654 3.5743
C 2.3001 -2.5515 3.4022
C 2.4166 -3.2126 2.1841
C 1.5923 -2.8752 1.1221
C 0.6388 -1.8667 1.2617
P -0.3754 -1.4085 -0.1924
C 0.8549 -0.7118 -1.3679
C 2.1232 -0.3110 -0.9549
C 3.0114 0.2584 -1.8637
C 2.6281 0.4517 -3.1784
C 1.3483 0.0850 -3.5962
C 0.4650 -0.4909 -2.6994
C -0.9881 -2.9076 -0.9627
C -2.2375 -3.3695 -0.5443
C -2.7289 -4.5674 -1.0394
C -1.9782 -5.2968 -1.9520
C -0.7355 -4.8361 -2.3710
C -0.2310 -3.6422 -1.8758
H 1.1911 -1.0788 4.5317
H 2.9421 -2.8258 4.2299
H 3.1463 -4.0042 2.0642
H 1.6851 -3.4079 0.1816
H 2.4399 -0.4929 0.0631
H 4.0057 0.5417 -1.5396
H 3.3253 0.8802 -3.8882
H 1.0505 0.2289 -4.6280
H -0.5165 -0.8040 -3.0394
H -2.8227 -2.7982 0.1677
H -3.6963 -4.9297 -0.7169
H -2.3634 -6.2312 -2.3406
H -0.1544 -5.4106 -3.0816
H 0.7415 -3.2939 -2.2028
*
```


Entry 4:
DFT (wB97M-V/def2-TZVPD) results for C24H28N2O5 in the gas phase.

The calculation puts the gap between HOMO and LUMO at 8.2 eV. As for the LUMO energy: -0.24 eV. The molar mass is 424.5 g mol⁻¹. The SMILES is COc1ccc(/C(O)=C2/C(=O)C(=O)N(CCCN(C)C)[C@@H]2c2ccccc2)cc1OC. The value obtained for the energy relative to the best compared isomer or geometry (same formula, charge and spin) is 78.8 kcal/mol. The electronic energy is -38559.3368 eV.

Structure (ORCA input):
```
! RIJCOSX wB97M-V def2-TZVPD def2/J DEFGRID3
* xyz 0 1
C 2.6463 -2.4298 4.8567
O 3.5263 -2.1380 3.7990
C 3.0443 -2.1298 2.5185
C 1.7173 -2.4094 2.2091
C 1.2408 -2.3414 0.9151
C 2.1022 -2.0084 -0.1210
C 1.6328 -1.8607 -1.5047
O 2.3684 -2.4405 -2.4388
C 0.5415 -1.1072 -1.8390
C 0.2207 -0.8333 -3.2137
O 0.7639 -1.3308 -4.1960
C -0.8662 0.2266 -3.2022
O -1.4360 0.7329 -4.1438
N -1.0780 0.5297 -1.8990
C -2.0664 1.4888 -1.4780
C -3.3439 0.8138 -0.9654
C -4.5320 1.7800 -0.8740
N -5.4762 1.5841 -1.9605
C -4.9438 1.9819 -3.2493
C -6.7285 2.2592 -1.6923
C -0.3179 -0.2549 -0.9436
C 0.5108 0.6120 -0.0227
C 0.2844 0.6206 1.3456
C 1.0835 1.3806 2.1815
C 2.1094 2.1448 1.6546
C 2.3255 2.1584 0.2868
C 1.5297 1.3964 -0.5480
C 3.4416 -1.7831 0.1679
C 3.9332 -1.8231 1.4670
O 5.2567 -1.5347 1.5625
C 5.9620 -1.6646 2.7776
H 1.8275 -1.7056 4.9111
H 3.2494 -2.3595 5.7609
H 2.2368 -3.4416 4.7755
H 1.0309 -2.6778 2.9955
H 0.2093 -2.5796 0.7130
H 1.9874 -2.2121 -3.3312
H -1.6346 2.1253 -0.6983
H -2.2886 2.1006 -2.3548
H -3.6185 0.0005 -1.6385
H -3.1468 0.3843 0.0184
H -4.1631 2.8221 -0.8332
H -5.0759 1.5888 0.0546
H -4.6663 3.0478 -3.2782
H -5.7021 1.8035 -4.0100
H -4.0715 1.3839 -3.5000
H -7.1482 1.8863 -0.7585
H -7.4285 2.0394 -2.4967
H -6.6178 3.3530 -1.6148
H -1.0129 -0.8593 -0.3438
H -0.5162 0.0253 1.7609
H 0.9036 1.3763 3.2466
H 2.7369 2.7332 2.3073
H 3.1188 2.7605 -0.1298
H 1.6986 1.4041 -1.6150
H 4.1347 -1.5428 -0.6218
H 7.0003 -1.4520 2.5233
H 5.6167 -0.9486 3.5257
H 5.8876 -2.6760 3.1819
*
```